Computed, not measured: a 2-piece molecular cluster, C3H7NO4 overall, with ωB97M-V/def2-TZVPD.

Structure (XYZ):
```
15
Properties=species:S:1:pos:R:3:forces:R:3:lowdin_charge:R:1
O 2.638457 1.085523 0.066822 0.3 -0.1 0.1 0.08
C 1.516986 0.857830 -0.309469 0.0 -0.3 -0.2 -0.49
N 1.082989 -0.477430 -0.317599 -0.1 0.1 0.0 0.17
C -0.233135 -0.924696 -0.432855 0.8 -0.1 0.5 -0.58
O -0.356117 -2.217101 -0.046080 -0.5 -0.4 -0.4 0.10
O -1.151581 -0.278988 -0.833717 -0.1 -0.1 -0.3 0.12
C 0.612281 1.923551 -0.845238 1.0 0.1 0.8 0.01
H 1.841453 -1.139132 -0.185706 -0.4 0.1 0.2 0.16
H 0.103270 -2.438171 0.771062 0.2 0.3 0.0 0.12
H 1.239130 2.813325 -0.768003 -0.3 0.1 -0.3 0.09
H 0.373184 1.653602 -1.860689 -0.5 0.2 -0.3 0.09
H -0.245325 2.033483 -0.193763 -0.4 0.0 -0.3 0.09
H -2.617934 -1.636061 1.276682 0.2 0.0 0.0 0.04
H -2.646326 -0.213525 1.797321 0.2 -0.1 0.0 0.05
O -2.157331 -1.042209 1.881233 -0.3 0.1 0.1 -0.06
```
Positions in Å, forces in eV/Å.

* HOMO energy: -10.44 eV
* SMILES string: CC(=O)NC(=O)O.O
* gap between HOMO and LUMO: 10.86 eV
* ΔE to the lowest compared entry with this formula, charge and spin: 13.2 kcal/mol
* net charge: 0

=====

Computed, not measured: a 2-piece molecular cluster, C3H7NO4 overall, with ωB97M-V/def2-TZVPD.

Structure (XYZ):
```
15
Properties=species:S:1:pos:R:3:forces:R:3:lowdin_charge:R:1
C 1.899205 0.959038 -0.464866 -1.5 -1.5 -3.2 -0.32
N 1.025444 -0.048044 -0.121443 0.8 2.2 2.3 0.02
C 0.416280 0.047395 1.185825 -1.4 -2.9 0.9 -0.09
C -0.832803 -0.902513 1.289490 -0.4 0.5 0.5 -0.51
O -0.864830 -1.768276 0.282309 0.8 -0.2 -1.6 0.10
O -1.623420 -0.968981 2.191880 0.4 0.7 0.0 0.11
O 2.203485 1.015055 -1.649442 0.9 0.7 0.8 0.00
H 2.166480 1.735584 0.252682 0.0 -0.2 0.5 0.14
H 0.810070 -0.788703 -0.762992 0.0 0.0 -0.1 0.13
H 0.989565 -0.498813 1.972235 0.3 0.9 -0.3 0.14
H 0.129354 1.045341 1.540716 0.2 -0.3 -0.4 0.14
H -1.680209 -2.271925 0.196238 -0.3 0.0 0.6 0.14
H -1.464212 2.219633 -2.661120 -0.2 0.2 0.1 0.03
H -0.916579 0.895891 -2.248366 -0.4 0.2 0.3 0.03
O -1.650052 1.504769 -2.042881 0.7 -0.4 -0.3 -0.07
```
Positions in Å, forces in eV/Å.

* HOMO energy: -9.97 eV
* SMILES string: O=CNCC(=O)O.O
* gap between HOMO and LUMO: 10.43 eV
* ΔE to the lowest compared entry with this formula, charge and spin: 33.8 kcal/mol
* net charge: 0